1.
Here is a 2-piece molecular cluster, C2H2ClN overall in a non-equilibrium geometry from OMol25. Energies are from ωB97M-V with the def2-TZVPD basis set.

The relative energy (zero: lowest compared OMol25 entry of this formula, charge and spin) comes out at 141.2 kcal/mol. For the LUMO energy (spin up / spin down), the calculation gives -0.4985 / -1.8646 eV. The value obtained for the electronic energy is -592.1035 a.u. For the largest force on an atom, the calculation gives 1.95 eV Å⁻¹.

Element x y z (Å)
Cl -1.86872 -1.36198 0.32432
N -0.42639 -0.55016 0.75510
C 0.46523 1.28423 -0.69817
C 0.03299 0.35416 -0.05333
H 0.82681 2.15354 -1.15715
H 0.97008 -1.87979 0.82923

---

2.
Here is a 2-piece molecular cluster, C5H12O overall from OMol25. Energies are from ωB97M-V with the def2-TZVPD basis set.

The relative energy (zero: lowest compared OMol25 entry of this formula, charge and spin) comes out at 87.2 kcal/mol. For the LUMO energy (spin up / spin down), the calculation gives 0.9681 / 0.9750 eV. The value obtained for the electronic energy is -272.8097 a.u. For the largest force on an atom, the calculation gives 0.98 eV Å⁻¹.

Element x y z (Å)
O -0.13628 1.42548 -0.21769
C 0.28526 2.21382 0.72894
C -0.86733 0.36008 -0.14165
C -1.00439 -1.86625 -1.29766
C 2.21070 -0.43104 1.37552
C -1.22184 -0.35251 -1.40243
H -1.58805 -2.28850 -0.47129
H 2.88300 0.25058 0.85017
H -2.27125 -0.16503 -1.68208
H -1.24764 0.08046 0.83998
H -0.60823 0.06430 -2.20983
H 2.65117 -1.43088 1.40679
H 0.04998 -2.09819 -1.11340
H 2.05599 -0.06990 2.39523
H -0.00534 2.01495 1.75440
H 1.25129 -0.47625 0.84776
H 0.90539 3.03288 0.40299
H -1.31449 -2.37456 -2.21691

---

3.
Here is C4H6FNO2 as an isolated structure in a non-equilibrium geometry from OMol25. Energies are from ωB97M-V with the def2-TZVPD basis set.

The relative energy (zero: lowest compared OMol25 entry of this formula, charge and spin) comes out at 143.0 kcal/mol. For the LUMO energy, the calculation gives -0.3961 eV. The value obtained for the electronic energy is -460.9059 a.u. For the largest force on an atom, the calculation gives 7.72 eV Å⁻¹.

Element x y z (Å)
F 1.90802 0.45095 -0.67756
O -2.83579 -0.12351 -0.88023
O -1.57317 -1.46574 0.15154
N -1.77056 -0.41037 -0.40998
C 1.08317 -0.42025 -0.15678
C -0.68427 0.53785 -0.46977
C -0.70776 1.84653 -0.81608
C 1.26148 -0.86081 1.23030
H 0.39325 -1.39851 1.64806
H -1.58329 2.36512 -1.08056
H 0.68658 -1.18797 -0.96312
H 1.28347 0.02416 1.86769
H 0.31740 2.18804 -0.69400
H 2.22148 -1.54549 1.25052

---

4.
Here is a 2-piece molecular cluster, C3H7NO overall from OMol25. Energies are from ωB97M-V with the def2-TZVPD basis set.

The relative energy (zero: lowest compared OMol25 entry of this formula, charge and spin) comes out at 23.2 kcal/mol. For the LUMO energy, the calculation gives 0.7347 eV. The value obtained for the electronic energy is -248.4895 a.u. For the largest force on an atom, the calculation gives 0.72 eV Å⁻¹.

Element x y z (Å)
O 0.98481 -0.76316 -2.12304
N -0.84391 0.26788 -1.00701
C 0.05698 -0.30466 -1.56718
C -1.98660 -0.17525 -0.24733
C 1.73695 0.36342 1.02003
H -2.87649 0.33868 -0.61437
H 2.62338 -0.25432 0.86512
H 0.87158 -0.10864 0.56270
H 1.88444 1.34292 0.55791
H -2.12662 -1.25507 -0.34508
H -1.86119 0.07062 0.81204
H 1.53666 0.47759 2.08622

---

Question: What is the relative energy (zero: lowest compared OMol25 entry of this formula, charge and spin) in the second record?
Answer: 87.2 kcal/mol

---

Question: Which of these has the lowest electronic energy?
Answer: C2H2ClN

---

Question: What is the relative energy (zero: lowest compared OMol25 entry of this formula, charge and spin) in the first record?
Answer: 141.2 kcal/mol

---

Question: Number 1 is which compound?
Answer: C2H2ClN